[1]
# C22H26N6O3S

One molecule with the formula C22H26N6O3S in a non-equilibrium geometry (the ωB97M-V functional and the def2-TZVPD basis, the OMol25 dataset).

Relative energy (zero: lowest compared OMol25 entry of this formula, charge and spin) ... 42.8 kJ/mol
E ... -49153.8475 eV
Orbital gap ... 9.13 eV
HOMO ... -9.28 eV

The geometry in ORCA input format:
```
! RIJCOSX wB97M-V def2-TZVPD def2/J DEFGRID3
* xyz 0 1
S 2.497 2.284 0.982
O 2.008 1.993 2.303
O 3.006 3.595 0.717
O -1.872 2.144 -2.069
N -3.222 1.084 -0.615
N 8.425 -3.028 -0.317
N 8.234 -2.550 -1.543
N 6.839 -1.559 -0.316
N 1.403 1.886 -0.216
N 7.315 -1.689 -1.566
C 7.564 -2.420 0.450
C -2.824 -1.922 0.411
C -5.181 -2.199 0.025
C 0.731 2.989 -0.874
C 4.404 1.157 -0.631
C -2.939 -2.495 1.665
C 3.792 1.096 0.608
C 4.171 0.159 1.549
C 5.807 -0.675 0.014
C 5.184 -0.739 1.256
C -1.417 2.384 0.309
C -6.403 -2.086 -0.837
C -0.446 3.513 -0.053
C -3.747 -1.061 -1.735
C 0.522 0.792 0.124
C -3.930 -1.756 -0.414
C -4.179 -2.920 2.106
C -0.645 1.251 0.999
C 5.417 0.269 -0.935
C -4.041 0.444 -1.617
C -5.282 -2.778 1.284
C -2.164 1.867 -0.924
H -1.853 -1.604 0.055
H 0.154 0.363 -0.814
H -6.261 -2.626 -1.774
H 1.120 0.043 0.647
H -0.234 1.621 1.940
H -2.715 -1.183 -2.071
H -6.247 -3.124 1.627
H -5.092 0.607 -1.363
H -0.967 4.279 -0.628
H 5.477 -1.477 1.986
H -3.819 0.938 -2.565
H -7.266 -2.508 -0.329
H 0.379 2.637 -1.847
H -1.298 0.404 1.217
H 3.669 0.148 2.503
H -6.623 -1.049 -1.081
H -2.066 -2.610 2.290
H -4.405 -1.482 -2.495
H -0.062 3.960 0.867
H 5.918 0.286 -1.890
H 1.474 3.774 -1.013
H 7.455 -2.562 1.502
H -4.286 -3.369 3.082
H 4.083 1.905 -1.336
H -2.171 2.772 1.004
H -3.393 0.828 0.345
*
```

***

[2]
# C22H27Cl2N3O3S

One molecule with the formula C22H27Cl2N3O3S in a non-equilibrium geometry (the ωB97M-V functional and the def2-TZVPD basis, the OMol25 dataset).

Relative energy (zero: lowest compared OMol25 entry of this formula, charge and spin) ... 6.7 kJ/mol
E ... -69745.4115 eV
Orbital gap ... 8.65 eV
HOMO ... -8.48 eV

The geometry in ORCA input format:
```
! RIJCOSX wB97M-V def2-TZVPD def2/J DEFGRID3
* xyz 0 1
Cl 6.150 0.930 0.739
Cl 8.004 -1.329 -0.394
S 3.102 0.420 1.230
O 1.771 -0.128 1.297
O -1.668 3.223 -0.856
O 3.656 0.915 2.450
N -1.881 -0.535 -0.711
N 3.278 1.602 0.060
N -1.134 1.699 0.723
C -4.172 -2.077 1.232
C -2.551 -0.003 -1.880
C 0.665 2.709 -0.528
C 4.168 -0.866 0.557
C -0.833 2.582 -0.251
C -6.507 -1.978 0.703
C 2.656 1.287 -1.210
C -1.537 -1.928 -0.888
C -3.960 -0.833 0.645
C -2.551 -0.283 0.568
C -6.311 -0.739 0.118
C -5.049 -0.171 0.088
C 4.444 -3.107 -0.243
C 1.440 3.066 0.748
C 2.944 2.936 0.526
C -5.432 -2.645 1.263
C -2.477 1.213 0.920
C 5.516 -0.608 0.362
C 1.133 1.387 -1.160
C 6.333 -1.622 -0.143
C 3.630 -2.104 0.259
C 5.793 -2.865 -0.442
H 1.192 4.085 1.049
H -2.779 1.345 1.964
H -2.414 -2.585 -0.992
H -2.713 1.065 -1.760
H -4.921 0.796 -0.372
H -3.512 -0.496 -2.090
H 3.487 3.092 1.459
H -0.400 1.107 1.087
H -5.575 -3.611 1.726
H 0.750 0.544 -0.585
H 3.069 1.982 -1.948
H 2.576 -2.253 0.431
H -7.145 -0.210 -0.319
H -0.929 -2.023 -1.788
H 6.439 -3.636 -0.830
H 0.729 1.312 -2.170
H -3.338 -2.604 1.676
H -1.897 -0.149 -2.740
H 4.032 -4.075 -0.478
H -3.125 1.824 0.290
H 0.798 3.518 -1.255
H -1.940 -0.810 1.314
H -7.493 -2.419 0.724
H 3.302 3.649 -0.223
H 2.962 0.273 -1.481
H -0.945 -2.264 -0.037
H 1.171 2.395 1.565
*
```

***

[3]
# C22H27Cl2N6O3PtS

C22H27Cl2N6O3PtS as an isolated structure in a non-equilibrium geometry (the ωB97M-V functional and the def2-TZVPD basis, the OMol25 dataset).

Relative energy (zero: lowest compared OMol25 entry of this formula, charge and spin) ... 155.6 kJ/mol
E ... -77459.4281 eV
Orbital gap ... 7.66 eV
HOMO ... -10.06 eV

The geometry in ORCA input format:
```
! RIJCOSX wB97M-V def2-TZVPD def2/J DEFGRID3
* xyz 1 1
Pt -0.295 -0.686 0.079
Cl -1.673 -5.567 0.998
Cl 0.453 -3.176 -3.397
S 1.391 -0.776 -1.497
O -1.902 -0.520 -1.155
O -2.378 -1.873 0.518
O -1.285 0.748 1.660
N 0.393 2.226 1.360
N 1.354 0.583 -3.759
N 1.625 -2.434 3.210
N -0.399 -0.866 -3.487
N -1.818 -3.865 -1.411
N 1.025 -1.219 1.500
C 0.693 -0.311 -3.019
C 1.542 -3.374 4.322
C -1.253 2.628 3.108
C 0.789 -6.042 0.042
C 2.768 -1.866 2.703
C -2.675 -1.391 -0.585
C -4.081 -3.216 -4.883
C -3.889 -1.831 -1.355
C -1.050 -0.494 -4.731
C -3.554 -2.661 -2.579
C -0.613 -4.533 -1.279
C -0.399 -5.372 -0.171
C -2.415 -4.475 -3.697
C -2.587 -3.678 -2.567
C 1.831 -5.897 -0.861
C -4.277 -2.445 -3.748
C 0.489 -4.359 -2.125
C 0.597 -2.028 2.457
C 1.679 -5.046 -1.939
C 2.387 -1.113 1.637
C -3.150 -4.243 -4.846
C -0.712 1.791 1.984
H -4.429 -0.944 -1.688
H 0.755 1.680 0.589
H 2.440 -3.278 4.926
H -2.301 2.840 2.905
H 3.734 -2.043 3.141
H 2.759 -6.432 -0.715
H 2.488 -4.879 -2.636
H -2.297 -3.720 -0.533
H -5.022 -1.657 -3.757
H 0.845 3.081 1.627
H -1.952 -1.091 -4.828
H -1.207 2.045 4.027
H -0.878 -1.503 -2.867
H -4.661 -3.028 -5.776
H -0.712 3.562 3.245
H -1.325 0.563 -4.724
H 2.199 0.980 -3.390
H 1.102 0.779 -4.714
H 0.676 -3.138 4.935
H -0.406 -0.706 -5.586
H 2.982 -0.511 0.974
H 1.462 -4.392 3.948
H -1.699 -5.286 -3.666
H 0.880 -6.690 0.902
H -2.997 -4.873 -5.711
H -4.534 -2.378 -0.664
H -0.431 -2.324 2.600
*
```

***

[4]
# C22H27ClIrN2Se

C22H27ClIrN2Se as an isolated structure in a non-equilibrium geometry (the ωB97M-V functional and the def2-TZVPD basis, the OMol25 dataset).

Relative energy (zero: lowest compared OMol25 entry of this formula, charge and spin) ... 0.0 kJ/mol
E ... -106918.0959 eV
Orbital gap (spin up / spin down) ... 6.35 / 4.51 eV
HOMO (spin up / spin down) ... -12.85 / -14.32 eV

The geometry in ORCA input format:
```
! RIJCOSX wB97M-V def2-TZVPD def2/J DEFGRID3
* xyz 2 6
Ir -0.162 -0.557 -0.146
Se 0.360 0.971 1.835
Cl 0.184 0.554 -5.269
N -0.727 0.249 4.523
N 1.383 -0.122 4.284
C -2.073 -0.632 -1.212
C -2.094 -1.218 0.133
C 2.456 -0.382 0.112
C -2.137 0.485 4.306
C 1.434 -0.276 8.029
C -0.221 -0.041 5.814
C 0.260 0.808 -7.062
C 1.642 1.366 -7.419
C 1.233 -1.746 -1.314
C 2.120 -0.621 -1.238
C -2.145 0.791 -1.065
C 1.022 -2.232 0.051
C -2.181 1.121 0.307
C -0.836 1.802 -7.463
C -0.775 0.037 7.093
C 0.034 -0.542 -7.752
C 0.055 -0.086 8.201
C -2.157 -0.117 1.054
C 1.145 -0.239 5.644
C 1.781 -1.364 0.921
C 1.973 -0.349 6.754
C 0.286 0.227 3.586
H -2.225 1.510 -1.873
H 0.446 -3.108 0.344
H -2.125 -2.272 0.401
H 2.434 0.669 -7.124
H -2.278 1.278 3.551
H 0.076 -0.418 -8.840
H 2.070 -0.352 8.907
H 3.043 -0.485 6.571
H -0.811 1.969 -8.546
H 3.089 0.436 0.484
H 2.303 -0.199 3.854
H 0.948 -2.290 -2.209
H 0.805 -1.264 -7.462
H 1.917 -1.535 1.995
H 2.529 -0.081 -2.089
H -2.621 0.798 5.250
H -2.281 -0.250 2.126
H -2.626 -0.462 3.996
H -0.692 2.767 -6.966
H -2.175 2.133 0.731
H 1.713 1.525 -8.500
H -0.946 -0.955 -7.494
H -1.828 1.419 -7.201
H -0.330 -0.032 9.213
H 1.818 2.325 -6.921
H -1.854 0.205 7.208
H -2.255 -1.212 -2.112
*
```

***

Please write out number 3 again, unchanged.
# C22H27Cl2N6O3PtS

C22H27Cl2N6O3PtS as an isolated structure in a non-equilibrium geometry (the ωB97M-V functional and the def2-TZVPD basis, the OMol25 dataset).

Relative energy (zero: lowest compared OMol25 entry of this formula, charge and spin) ... 155.6 kJ/mol
E ... -77459.4281 eV
Orbital gap ... 7.66 eV
HOMO ... -10.06 eV

The geometry in ORCA input format:
```
! RIJCOSX wB97M-V def2-TZVPD def2/J DEFGRID3
* xyz 1 1
Pt -0.295 -0.686 0.079
Cl -1.673 -5.567 0.998
Cl 0.453 -3.176 -3.397
S 1.391 -0.776 -1.497
O -1.902 -0.520 -1.155
O -2.378 -1.873 0.518
O -1.285 0.748 1.660
N 0.393 2.226 1.360
N 1.354 0.583 -3.759
N 1.625 -2.434 3.210
N -0.399 -0.866 -3.487
N -1.818 -3.865 -1.411
N 1.025 -1.219 1.500
C 0.693 -0.311 -3.019
C 1.542 -3.374 4.322
C -1.253 2.628 3.108
C 0.789 -6.042 0.042
C 2.768 -1.866 2.703
C -2.675 -1.391 -0.585
C -4.081 -3.216 -4.883
C -3.889 -1.831 -1.355
C -1.050 -0.494 -4.731
C -3.554 -2.661 -2.579
C -0.613 -4.533 -1.279
C -0.399 -5.372 -0.171
C -2.415 -4.475 -3.697
C -2.587 -3.678 -2.567
C 1.831 -5.897 -0.861
C -4.277 -2.445 -3.748
C 0.489 -4.359 -2.125
C 0.597 -2.028 2.457
C 1.679 -5.046 -1.939
C 2.387 -1.113 1.637
C -3.150 -4.243 -4.846
C -0.712 1.791 1.984
H -4.429 -0.944 -1.688
H 0.755 1.680 0.589
H 2.440 -3.278 4.926
H -2.301 2.840 2.905
H 3.734 -2.043 3.141
H 2.759 -6.432 -0.715
H 2.488 -4.879 -2.636
H -2.297 -3.720 -0.533
H -5.022 -1.657 -3.757
H 0.845 3.081 1.627
H -1.952 -1.091 -4.828
H -1.207 2.045 4.027
H -0.878 -1.503 -2.867
H -4.661 -3.028 -5.776
H -0.712 3.562 3.245
H -1.325 0.563 -4.724
H 2.199 0.980 -3.390
H 1.102 0.779 -4.714
H 0.676 -3.138 4.935
H -0.406 -0.706 -5.586
H 2.982 -0.511 0.974
H 1.462 -4.392 3.948
H -1.699 -5.286 -3.666
H 0.880 -6.690 0.902
H -2.997 -4.873 -5.711
H -4.534 -2.378 -0.664
H -0.431 -2.324 2.600
*
```

***

E of number 4 (C22H27ClIrN2Se)? -106918.0959 eV

***

Which of these has the lowest E? C22H27ClIrN2Se